# C41H48AsNO3RhSSi

A structure of composition C41H48AsNO3RhSSi (the ωB97M-V functional and the def2-TZVPD basis, the OMol25 dataset).

Summary:
- Expectation value of S²: 6.016
- E_tot: -133491.8149 eV
- Gap between HOMO and LUMO (spin up / spin down): 0.242 / 0.270 hartree
- ΔE to the lowest compared entry with this formula, charge and spin: 5.7 kJ/mol
- Highest occupied orbital energy (spin up / spin down): -3.99 / -5.14 eV

Structure (ORCA input):
```
! wB97M-V def2-TZVPD RIJCOSX def2/J DEFGRID3
* xyz -1 5
Rh 0.74413 -0.99376 -1.58853
S 2.95773 -1.53770 -2.24765
C 4.04864 -0.20947 -1.84129
C 5.39360 -0.34679 -2.22372
C 6.31862 0.65384 -1.98916
C 5.93126 1.83647 -1.36645
C 4.61153 1.98462 -0.97939
C 3.67271 0.97576 -1.19505
As 1.83162 1.21397 -0.61734
C 1.56596 3.08082 -1.13615
C 1.71745 4.13453 -0.23954
C 1.51975 5.44504 -0.65784
C 1.17219 5.71107 -1.97551
C 1.02045 4.66154 -2.87268
C 1.21077 3.34910 -2.45872
C 2.04230 1.44963 1.30195
C 3.23255 1.26589 1.99462
C 3.25349 1.34327 3.38303
C 2.08571 1.60502 4.08588
C 0.89167 1.78830 3.39790
C 0.87138 1.70405 2.01456
H 5.69387 -1.26076 -2.72171
H 7.34720 0.51533 -2.30234
H 6.64592 2.63091 -1.19193
H 4.29432 2.90644 -0.50363
H 1.98407 3.93979 0.79183
H 1.63698 6.25689 0.05010
H 1.01550 6.73284 -2.30020
H 0.74128 4.85496 -3.90159
H 1.05862 2.53376 -3.15561
H 4.14567 1.04708 1.45540
H 4.18521 1.19037 3.91453
H 2.10130 1.65527 5.16799
H -0.02913 1.96993 3.93597
H -0.06971 1.82188 1.48537
N -0.41809 -2.65027 -2.76374
C -1.19050 -2.00334 -3.83647
C -0.28437 -1.23887 -4.80286
C -0.04168 0.21386 -4.40167
O -0.15859 1.09197 -5.25063
O 0.27107 0.43594 -3.16956
H 0.09113 -3.45617 -3.10456
H -1.01173 -2.91632 -1.98392
H -1.88364 -1.31122 -3.35480
H -1.78992 -2.73315 -4.38926
H -0.70866 -1.23129 -5.80463
H 0.69032 -1.73633 -4.85303
C 1.55841 -3.91759 2.67216
C 1.38971 -3.31711 1.26252
C 2.06668 -4.20884 0.22579
C 1.90300 -1.91670 1.25102
H 1.11406 -4.91648 2.72291
H 1.08636 -3.28990 3.43079
H 2.62033 -4.00157 2.92076
H 0.31625 -3.28322 1.04041
H 3.14908 -4.22639 0.38392
H 1.89777 -3.84020 -0.78748
H 1.69229 -5.23379 0.29699
H 2.96665 -1.73843 1.12902
H 1.33755 -1.16334 1.78699
C -4.21250 -2.16039 -1.11802
C -3.66590 -2.09497 0.31270
C -3.01122 -3.43980 0.65643
C -4.82575 -1.86723 1.28933
Si -2.30348 -0.75185 0.39813
O -1.01822 -1.28287 -0.38030
C -2.95142 0.88217 -0.30343
C -4.18052 1.46664 0.03335
C -4.58112 2.68099 -0.50957
C -3.75756 3.34628 -1.41044
C -2.53875 2.78820 -1.76511
C -2.14438 1.57231 -1.21605
C -2.00622 -0.47895 2.25962
C -2.62836 0.53299 3.00001
C -2.46572 0.63195 4.37854
C -1.66274 -0.27834 5.05349
C -1.01699 -1.27936 4.34009
C -1.19203 -1.37428 2.96456
H -4.94327 -2.97415 -1.21393
H -3.41299 -2.34502 -1.84166
H -4.70534 -1.22780 -1.40488
H -3.74207 -4.25294 0.55412
H -2.64357 -3.45384 1.68756
H -2.16390 -3.65355 0.00014
H -5.54316 -2.69584 1.21999
H -5.37549 -0.94873 1.07314
H -4.47572 -1.81439 2.32323
H -4.84445 0.97305 0.73404
H -5.53770 3.10798 -0.23046
H -4.06956 4.29283 -1.83587
H -1.88750 3.28572 -2.47367
H -1.20117 1.14951 -1.52836
H -3.24859 1.26344 2.49281
H -2.96345 1.42462 4.92546
H -1.53170 -0.20098 6.12645
H -0.37482 -1.98459 4.85527
H -0.68081 -2.15998 2.41947
*
```